# 1
Entry from the Open Molecules 2025 dataset: a molecular structure, C4H5LiO2Pb (wB97M-V/def2-TZVPD).

* multiplicity: 2
* total charge: +1
* calculated total energy: -505.86023 hartree
* maximum force: 1.98 eV/Å
* Kohn-Sham gap (spin up / spin down): 4.282 / 4.309 eV
* relative energy (zero: lowest compared OMol25 entry of this formula, charge and spin): 343.34 kJ/mol
* LUMO energy (spin up / spin down): -4.79 / -4.79 eV
* ⟨S²⟩: 0.75

XYZ file:
```
13
Properties=species:S:1:pos:R:3:forces:R:3:mulliken_charge:R:1
Pb -1.838 2.456 3.606 -0.0342 -0.0393 -0.3143 0.696
O -1.547 1.440 1.792 -1.2757 0.7038 1.0263 -0.538
O 2.302 -0.287 -1.518 0.0411 -0.1795 -0.5574 -0.763
C 0.015 -0.244 -0.942 -0.2196 -0.0062 0.1337 -0.687
C 1.391 -0.103 -0.669 -0.5585 -0.0141 0.2320 0.336
C -0.921 0.457 1.269 1.4492 -1.3269 -0.2656 -0.055
C -1.036 0.127 -0.082 0.1864 -0.2916 -0.2982 -0.145
Li 2.545 -0.647 -3.258 0.0366 0.0915 0.5435 0.915
H -2.053 0.098 -0.481 0.2567 0.7327 -0.2162 0.351
H -0.246 -0.506 -1.971 0.0282 -0.0595 0.3211 0.158
H 1.702 0.189 0.350 -0.0985 0.0384 -0.2840 0.327
H -0.053 -2.845 -0.020 0.0115 -0.0833 0.0158 0.008
H -0.261 -0.135 1.923 0.1769 0.4341 -0.3367 0.398
```
Positions in Å, forces in eV/Å.

***

# 2
Entry from the Open Molecules 2025 dataset: a single C4H6N4 molecule (wB97M-V/def2-TZVPD).

* calculated total energy: -374.85377 hartree
* maximum force: 9.05 eV/Å
* Kohn-Sham gap: 8.498 eV
* relative energy (zero: lowest compared OMol25 entry of this formula, charge and spin): 545.05 kJ/mol
* SMILES string: [H]/N=C(\C#N)N/N=C/C
* LUMO energy: -0.26 eV

XYZ file:
```
14
Properties=species:S:1:pos:R:3:forces:R:3:mulliken_charge:R:1
N 1.125 0.043 -0.354 0.5296 -2.3878 -1.3152 -0.374
N 0.698 1.120 -0.987 -1.5567 1.1206 0.8247 -0.190
N -2.710 -0.119 -0.243 5.5785 3.4458 -0.5641 -0.475
N -1.168 2.420 -1.272 -4.2875 6.1562 -1.5448 -0.546
C 0.523 -0.601 0.580 1.7345 0.5363 3.2199 0.118
C -0.729 1.505 -0.618 4.7655 -2.2776 -2.7972 0.420
C 1.133 -1.874 1.162 -0.8737 -3.3867 -3.5418 -0.950
C -1.694 0.537 -0.351 -6.6247 -5.7048 2.3397 0.299
H 0.400 -2.852 1.103 1.0523 2.7438 0.7033 0.249
H 1.233 1.420 -1.940 -2.2868 -0.9129 3.2717 0.335
H 1.505 -1.733 2.163 0.2533 -0.1561 0.1715 0.258
H 0.082 -0.151 1.530 -0.9854 0.4569 -1.9033 0.260
H 1.854 -2.326 0.388 -0.1862 1.1176 1.4624 0.282
H -2.253 2.610 -1.161 2.8874 -0.7514 -0.3268 0.314
```
Positions in Å, forces in eV/Å.

***

# 3
Entry from the Open Molecules 2025 dataset: a molecular structure, C9H13EuO4P (wB97M-V/def2-TZVPD).

* multiplicity: 7
* total charge: +3
* calculated total energy: -1701.83435 hartree
* maximum force: 12.88 eV/Å
* Kohn-Sham gap (spin up / spin down): 6.533 / 3.814 eV
* LUMO energy (spin up / spin down): -12.53 / -15.53 eV
* ⟨S²⟩: 12.02

XYZ file:
```
28
Properties=species:S:1:pos:R:3:forces:R:3:mulliken_charge:R:1
Eu -0.517 -0.454 -0.123 -1.0279 -0.5796 -0.5447 0.529
P 1.278 1.529 1.115 1.2588 0.0811 -0.3837 0.724
O -2.912 1.179 1.450 4.7183 -3.1223 -3.0407 -0.109
O 2.015 -1.955 -1.612 -4.4519 2.7055 2.6234 -0.108
O 0.002 -2.287 2.575 -1.0649 3.3659 -5.0247 -0.104
O -0.585 1.796 -2.542 -0.0851 -3.8153 3.8530 -0.101
C -3.891 -3.064 -3.000 -0.5527 0.5141 -1.4224 -0.178
C -0.581 0.988 -1.698 -0.1262 8.1281 -8.3560 0.303
C -3.769 -3.925 -1.924 -0.3027 -1.3057 0.8494 -0.194
C -2.043 0.605 0.893 -9.1355 6.5416 6.2995 0.358
C 1.809 2.818 2.258 -1.1129 0.1917 0.6618 -1.251
C 2.528 0.252 1.691 -0.8399 0.0853 -0.4922 -1.185
C -0.196 -1.640 1.612 2.1800 -6.8344 10.3512 0.306
C 1.113 -1.418 -1.086 9.4440 -5.7215 -5.6596 0.279
C 1.769 2.468 -0.428 -0.5906 -0.6933 0.2114 -1.199
H 2.117 -0.188 2.614 0.1795 0.1931 -0.2715 0.373
H 1.190 3.689 2.086 -0.0260 0.3402 0.2329 0.418
H -3.289 -3.207 -3.894 0.1041 0.1154 0.0043 0.339
H 3.466 0.749 1.926 0.1277 -0.0595 -0.1433 0.399
H 0.931 3.153 -0.642 0.3283 -0.1822 0.1131 0.396
H 2.682 -0.537 0.958 0.2967 -0.1819 0.0342 0.347
H 2.857 3.069 2.096 -0.0503 -0.2191 -0.2023 0.443
H 2.658 3.058 -0.237 0.2338 -0.0527 -0.0299 0.393
H 1.913 1.815 -1.282 0.2329 0.0619 -0.2610 0.372
H -4.681 -2.320 -3.027 0.0712 0.1366 0.0234 0.340
H -4.463 -3.868 -1.090 0.0781 0.0600 0.1174 0.346
H 1.670 2.450 3.267 -0.0032 0.2109 0.3626 0.421
H -3.071 -4.755 -1.957 0.1165 0.0360 0.0943 0.344
```
Positions in Å, forces in eV/Å.

***

# 4
Entry from the Open Molecules 2025 dataset: 2 unconnected molecules or ions with the total composition C4H12NO2 (wB97M-V/def2-TZVPD).

* total charge: -1
* calculated total energy: -364.78440 hartree
* maximum force: 3.72 eV/Å
* Kohn-Sham gap: 6.720 eV
* relative energy (zero: lowest compared OMol25 entry of this formula, charge and spin): 186.68 kJ/mol
* LUMO energy: 3.94 eV

XYZ file:
```
19
Properties=species:S:1:pos:R:3:forces:R:3:mulliken_charge:R:1
O -0.722 2.250 -1.906 -2.0265 1.6288 -1.0970 -0.651
O 2.784 -0.756 -0.470 -1.5086 0.5990 -0.4918 -0.843
N 0.311 -0.561 -0.756 1.8281 -2.5681 -1.9809 -0.396
C -0.792 0.814 1.061 1.6844 -1.6725 -1.4199 -1.483
C -0.597 -1.709 1.174 2.6456 -1.2873 -0.1613 -1.390
C 1.781 0.076 -0.795 0.3664 0.2122 2.1382 -0.097
C -0.701 -0.535 0.246 -1.9332 2.5394 0.7081 0.671
H -0.360 2.472 -1.082 0.6240 0.7308 1.7865 0.364
H 0.616 -1.588 -0.841 -0.6596 1.8817 -0.2087 0.236
H -0.143 1.581 -2.160 1.4448 -2.3354 -0.9337 0.331
H -0.977 -2.502 0.544 0.3574 -0.9349 -0.0474 0.356
H 0.566 -1.877 1.361 -2.4920 0.1561 -0.0413 0.265
H -1.190 -1.803 2.074 -0.1263 0.6869 0.4209 0.383
H 1.932 0.535 -1.830 -0.6440 -0.2495 0.7425 0.091
H 1.616 0.905 0.008 0.4186 -0.1879 -1.1637 0.069
H 0.168 0.903 1.565 -0.2740 0.2121 0.6730 0.360
H -0.876 1.642 0.393 -0.2603 0.4975 -0.3138 0.203
H -1.752 -0.591 -0.237 1.2473 -0.0256 0.2912 0.045
H -1.663 0.744 1.654 -0.6919 0.1166 1.0990 0.487
```
Positions in Å, forces in eV/Å.

***

# 5
Entry from the Open Molecules 2025 dataset: a molecular structure, C8H36BN16O8 (wB97M-V/def2-TZVPD).

* total charge: -1
* calculated total energy: -1828.02668 hartree
* maximum force: 9.84 eV/Å
* Kohn-Sham gap: 6.454 eV
* relative energy (zero: lowest compared OMol25 entry of this formula, charge and spin): 4209.15 kJ/mol
* LUMO energy: 1.85 eV

XYZ file:
```
69
Properties=species:S:1:pos:R:3:forces:R:3:mulliken_charge:R:1
O 0.406 -1.168 -3.787 5.7695 3.5955 -4.0301 -0.682
O -3.952 0.306 -1.556 -4.1863 -1.6238 -3.3611 -0.773
O -1.519 -2.641 -0.820 -3.1508 -0.3241 -2.6747 -0.643
O 1.200 0.679 3.074 1.5990 1.2967 2.2796 -0.670
O -0.863 4.496 -0.456 -0.2271 2.8093 -0.8410 -0.795
O 3.792 -1.916 0.386 1.2133 -1.1619 -1.8098 -0.809
O -1.827 -1.013 3.699 -0.0798 -1.3745 2.1284 -0.782
O 0.158 -4.592 0.741 -0.8222 -0.1977 -1.0679 -0.847
N -1.590 -1.301 1.487 -5.2361 -1.0206 -1.4908 0.297
N -1.174 2.617 0.528 -1.6832 2.8134 4.2289 -0.356
N -0.866 0.495 2.369 -1.7861 1.8530 7.3791 -0.401
N 1.659 1.745 1.147 0.7463 3.9345 0.6558 0.259
N 1.025 0.574 -2.517 4.0295 3.9043 0.7534 -0.102
N 3.195 1.497 2.605 5.5783 1.4067 1.4609 -0.399
N -1.338 -2.146 -3.011 -4.0208 -4.0762 -0.0348 -0.750
N -3.259 1.599 0.007 -2.4419 3.7218 3.4486 -0.267
N 0.467 2.738 -0.840 3.6218 0.4839 -2.8140 -0.245
N 2.103 -0.487 -0.046 3.3851 -0.3100 -5.8840 0.332
N -1.959 0.048 -0.784 -1.9491 0.8949 -1.1229 0.037
N -0.342 -3.015 2.180 -0.1182 -0.6431 6.1269 -0.209
N -0.275 -0.941 -1.625 3.7779 -2.6781 -4.5762 -0.973
N 0.223 -2.376 0.235 5.5055 -0.4316 -0.0779 -0.304
N 2.541 -1.101 1.969 -1.6507 0.2855 2.2954 0.037
N 0.356 0.960 -4.543 -0.9864 1.3292 -2.7435 -0.571
C 2.828 -1.247 0.696 3.5991 -2.4717 2.1216 0.086
C -0.069 -3.396 0.991 3.0703 -3.5012 -0.7004 0.123
C 0.593 0.056 -3.634 1.9234 -2.3704 -1.6299 0.631
C -0.542 3.355 -0.251 1.7230 3.8669 -2.7020 -0.184
C -1.416 -0.673 2.617 -2.7611 2.6418 -0.8552 -0.415
C -1.014 -1.992 -1.745 -1.8732 -3.2421 -0.5063 1.107
C -3.092 0.654 -0.826 -0.8325 -1.7201 -1.1708 0.052
C 1.949 1.324 2.364 -0.9858 0.1385 0.8384 -0.138
B -0.157 0.325 0.229 4.6540 0.4540 3.1085 -2.804
H -0.601 -1.787 -3.601 -1.5607 -1.4949 -0.7371 0.456
H -0.917 0.863 0.775 -3.6791 -2.5001 -6.0809 -0.329
H 2.870 -1.603 2.782 0.1360 -0.2503 -0.8422 0.256
H -0.106 -0.457 -0.754 0.6564 -2.0458 -3.7558 -2.118
H 1.281 3.261 -1.128 -0.4760 0.6019 -0.0489 0.359
H -0.399 -0.718 0.098 -0.1236 0.9266 2.0331 -1.771
H -1.214 0.555 -0.329 -4.7592 0.4241 -3.4134 1.222
H -2.442 2.021 0.425 -2.6497 -1.1462 -0.5810 0.223
H -0.643 0.793 1.430 2.4674 -1.5204 9.4015 3.612
H 2.227 2.474 0.737 -0.4031 -0.0963 0.2285 0.530
H -0.455 0.814 3.234 -0.7082 0.6455 -0.5888 0.306
H 0.469 -2.504 -0.736 0.8294 -0.3998 1.4800 0.073
H -0.389 -2.023 2.362 0.8521 -2.3693 0.5494 -0.018
H 0.806 0.319 0.716 -6.8716 2.3477 6.4661 -0.900
H -4.183 2.006 -0.005 0.3364 0.1683 0.0957 0.230
H -0.184 -0.395 -2.470 -2.9838 -2.1298 3.3661 -0.392
H -1.691 -0.818 -1.229 -3.1893 2.5905 0.7066 -0.801
H -2.295 -2.024 1.470 0.3784 -0.0330 -0.0757 0.247
H 0.088 0.920 -0.638 0.0986 -0.2559 -2.2776 1.615
H -1.961 3.162 0.849 0.5669 0.0968 1.2009 0.310
H 2.319 -0.521 -1.032 0.5081 -0.3451 0.4291 0.099
H -0.146 0.556 -5.320 -0.0344 0.5759 -0.2098 0.283
H 0.114 1.881 -4.206 -0.2082 -0.0543 -0.4349 0.230
H 0.736 1.446 0.870 1.5332 2.1311 1.1747 -0.834
H 3.654 1.138 3.430 -0.5215 -0.1161 -0.1218 0.311
H -1.568 -3.129 -2.962 -0.7437 -0.3261 -1.3819 0.384
H -1.388 -0.884 0.590 -2.7260 -0.7246 1.9598 0.541
H 0.098 -1.439 0.589 1.7338 -3.1639 0.7528 1.425
H 0.720 1.858 -0.415 0.5226 2.0269 -1.5867 1.453
H 1.326 0.004 0.372 5.3135 -3.6812 -3.8307 0.268
H -0.585 -3.671 2.909 0.2943 0.0824 -0.3568 0.304
H 1.319 1.536 -2.598 -0.0550 -0.2065 0.2867 0.223
H -0.811 1.677 0.601 -0.8524 3.6895 -0.2607 1.806
H 1.820 -0.411 2.130 0.1629 -2.0346 0.8251 0.062
H 1.103 0.120 -1.618 0.5802 0.2223 -1.4193 0.297
H 3.786 1.515 1.786 0.1711 0.0821 0.3158 0.197
```
Positions in Å, forces in eV/Å.

***

Question: What is the maximum force in the fifth record?
Answer: 9.84 eV/Å

***

Question: Number 1 is which compound?
Answer: C4H5LiO2Pb

***

Question: The highest calculated total energy belongs to which entry?
Answer: C4H12NO2

***

Question: Among the records above, which one has the lowest maximum force?
Answer: C4H5LiO2Pb